[1]
Density functional theory data (ωB97M-V/def2-TZVPD) for one molecule with the formula C26H31N3O5S.

```
! wB97M-V def2-TZVPD RIJCOSX def2/J DEFGRID3
* xyz 0 1
C -5.0596 -0.5242 2.0213
H -5.7532 -0.1073 2.7460
H -5.2553 -1.5894 1.9157
H -4.0511 -0.3873 2.4024
C -5.2264 0.1966 0.6852
N -4.4601 -0.4277 -0.3826
C -3.1350 -0.7161 -0.2235
C -2.2522 0.1421 0.4547
C -0.9638 -0.2452 0.7677
C -0.4558 -1.4637 0.3391
C -1.2651 -2.2677 -0.4630
C -2.5663 -1.9072 -0.7201
H -3.1669 -2.5802 -1.3085
H -0.8719 -3.1916 -0.8534
N 0.8470 -1.8158 0.7069
C 1.5407 -2.9333 0.3929
O 1.1510 -3.8537 -0.2930
C 2.9278 -2.9673 1.0496
O 3.4543 -1.7095 1.3980
C 4.0373 -0.9581 0.4038
C 3.8106 -1.1562 -0.9500
C 4.4489 -0.3528 -1.8808
C 5.3039 0.6500 -1.4661
C 5.5188 0.8520 -0.1116
C 4.8973 0.0596 0.8390
C 5.1331 0.2476 2.3064
H 5.8181 1.0720 2.4867
H 4.1947 0.4431 2.8234
H 5.5523 -0.6623 2.7336
H 6.1892 1.6345 0.2153
H 5.8040 1.2748 -2.1906
H 4.2709 -0.5190 -2.9319
H 3.1388 -1.9295 -1.2890
H 2.8288 -3.5142 1.9940
H 3.6095 -3.5271 0.3990
H 1.3358 -1.1379 1.2802
H -0.3417 0.4215 1.3455
S -2.6128 1.8814 0.7113
O -3.0105 2.1622 2.0613
O -3.4501 2.3505 -0.3533
N -1.1208 2.6208 0.5472
C -0.2403 2.3297 -0.4901
C -0.7042 1.9296 -1.7329
C 0.1903 1.6406 -2.7505
C 1.5487 1.7570 -2.5317
C 2.0279 2.1614 -1.2942
C 1.1449 2.4382 -0.2657
O 1.5103 2.8042 1.0086
C 2.8526 3.1700 1.2291
H 2.8992 3.5055 2.2642
H 3.5292 2.3225 1.0883
H 3.1537 3.9877 0.5676
H 3.0920 2.2402 -1.1414
H 2.2518 1.5373 -3.3199
H -0.1812 1.3288 -3.7141
H -1.7684 1.8635 -1.8874
H -0.6806 2.8797 1.4165
C -5.2299 -1.0513 -1.4364
C -5.9701 -2.3232 -1.0127
H -6.7032 -2.1026 -0.2412
H -5.2786 -3.0661 -0.6236
H -6.4909 -2.7462 -1.8681
H -5.9595 -0.3133 -1.7863
H -4.5614 -1.2667 -2.2720
H -4.9531 1.2450 0.8044
H -6.2736 0.1640 0.3810
*
```

E = -1948.0053 hartree
Structure (SMILES) = CCN(CC)c1ccc(NC(=O)COc2ccccc2C)cc1S(=O)(=O)Nc1ccccc1OC

[2]
Density functional theory data (ωB97M-V/def2-TZVPD) for C26H31N4O2PdSb as an isolated structure.

```
! wB97M-V def2-TZVPD RIJCOSX def2/J DEFGRID3
* xyz 4 1
Pd -0.5421 -2.1789 0.1205
C 3.7753 -3.7681 2.7576
O 3.1745 -2.8395 1.8102
C 1.9122 -2.7510 1.6231
O 1.4866 -1.9663 0.7361
N 1.0510 -3.4513 2.3848
N -0.3224 -3.3253 2.1290
H 4.8408 -3.7170 2.5659
H 3.4288 -4.7859 2.5779
H 3.5765 -3.4538 3.7820
H 1.3648 -4.0762 3.1165
H -0.7786 -2.8623 2.9130
H -0.7299 -4.2545 2.0511
C -3.3900 2.1807 -0.0440
C -2.3328 3.0292 0.5361
C -2.7326 4.3298 1.0221
C -1.8205 5.2209 1.5180
C -0.4711 4.8584 1.5611
C -0.0482 3.5688 1.1010
C -0.9615 2.6769 0.6044
Sb -0.1809 0.6737 0.0416
C 1.8827 1.0090 0.6484
C 2.1089 0.8249 2.0107
C 3.4061 0.8658 2.4967
C 4.4535 1.0909 1.6121
C 4.2111 1.2888 0.2627
C 2.9104 1.2857 -0.2590
C 2.7016 1.6566 -1.6967
C -0.3885 0.6448 -2.1320
C -0.7809 1.8332 -2.7451
C -0.7703 1.9115 -4.1287
C -0.4459 0.7848 -4.8777
C -0.1071 -0.4137 -4.2541
C -0.1017 -0.5176 -2.8669
C 0.2050 -1.8395 -2.2343
H -3.9297 2.7368 -0.8205
H -4.1555 1.9727 0.7151
H -3.0170 1.2509 -0.4712
H -3.7827 4.5959 0.9707
H -2.1403 6.1925 1.8722
H 0.2650 5.5418 1.9696
H 1.0048 3.3186 1.1654
H 1.2919 0.6334 2.6999
H 3.5956 0.6980 3.5484
H 5.4668 1.1472 1.9894
H 5.0281 1.5256 -0.4077
H 3.4874 2.3275 -2.0396
H 1.7434 2.1435 -1.8657
H 2.7708 0.7765 -2.3452
H -1.0394 2.7099 -2.1635
H -1.0080 2.8486 -4.6150
H -0.4948 0.8233 -5.9590
H 0.1441 -1.2809 -4.8528
H 0.2517 -2.6398 -2.9708
H -0.6834 -2.1105 -1.5588
H 1.1642 -1.8222 -1.7067
N -3.1778 -3.8583 -0.3590
C -4.5045 -3.7702 -0.2158
C -4.7944 -2.4999 0.2575
C -3.5630 -1.8709 0.3692
N -2.5814 -2.7051 -0.0005
H -2.6578 -4.6516 -0.7022
H -5.1641 -4.5935 -0.4458
H -5.7670 -2.0964 0.4819
H -3.3379 -0.8765 0.7163
*
```

E = -1745.2628 hartree

Energy relative to the best compared isomer or geometry (same formula, charge and spin) readings, ordered: 39.9, 81.7 kcal/mol